1.
{"formula": "C20H34N8O4PtS2", "method": "ωB97M-V/def2-TZVPD", "homo_energy_ev": -7.200, "charge": 0, "de_lowest_kj_mol": 0.0, "multiplicity": 1, "gap_ha": 0.271, "elements": ["Pt", "C", "N", "C", "C", "N", "C", "C", "C", "C", "C", "C", "N", "C", "N", "C", "C", "N", "C", "C", "N", "C", "C", "H", "H", "H", "H", "H", "H", "H", "H", "H", "H", "H", "H", "H", "H", "H", "H", "H", "H", "H", "H", "H", "H", "H", "H", "H", "H", "H", "H", "O", "S", "O", "O", "O", "C", "N", "C", "C", "N", "C", "S", "H", "H", "H", "H", "H", "H"], "positions_angstrom": [[1.0681, -0.0085, 0.2952], [0.3443, -3.3723, 2.5018], [-0.4376, -2.1384, 2.3123], [-1.3486, -2.1589, 1.1665], [0.0948, -0.9677, 2.6899], [-0.1218, 0.1192, 1.9291], [-0.0447, 1.4296, 2.4318], [-0.3563, 1.8465, 3.7190], [-0.1618, 3.1750, 4.0798], [0.3542, 4.0823, 3.1605], [0.5810, 3.6769, 1.8498], [0.3116, 2.3714, 1.4783], [0.3917, 1.8614, 0.1494], [-0.1732, 2.4984, -0.8564], [0.1133, 2.2014, -2.1479], [-0.9774, 2.1336, -3.1167], [1.2869, 1.4272, -2.5422], [-1.0475, 3.5397, -0.6989], [-1.9332, 3.7318, 0.4380], [-0.9444, 4.7193, -1.5463], [0.8242, -0.9288, 3.8269], [2.0099, -0.0809, 3.9287], [0.5469, -1.7833, 4.9661], [0.3034, -3.9413, 1.5755], [-0.0546, -3.9836, 3.3130], [1.3864, -3.1313, 2.6830], [-1.8532, -3.1240, 1.1619], [-0.8015, -2.0285, 0.2302], [-2.0800, -1.3591, 1.2477], [-0.7234, 1.1282, 4.4427], [-0.3860, 3.4916, 5.0902], [0.5710, 5.1002, 3.4566], [0.9547, 4.3723, 1.1069], [-1.9120, 2.4493, -2.6624], [-1.0906, 1.0998, -3.4502], [-0.7615, 2.7593, -3.9861], [2.1361, 1.6604, -1.9103], [1.5304, 1.7058, -3.5695], [1.1103, 0.3514, -2.5026], [-2.0376, 2.8233, 1.0192], [-2.9208, 3.9993, 0.0549], [-1.5758, 4.5345, 1.0885], [-0.2382, 4.5541, -2.3527], [-0.6049, 5.5743, -0.9520], [-1.9191, 4.9704, -1.9719], [2.3408, 0.2130, 2.9356], [2.8053, -0.6702, 4.3853], [1.8286, 0.8083, 4.5350], [-0.4291, -2.2488, 4.8542], [0.5377, -1.1714, 5.8706], [1.3029, -2.5628, 5.0855], [4.0826, -2.3100, -0.6451], [2.9239, -1.5108, -0.3869], [1.7052, -1.8271, -1.1795], [3.1311, -0.0029, -0.5777], [2.4334, -1.5771, 1.0738], [-5.7098, 0.1920, 1.6097], [-5.7709, -0.0578, 0.1793], [-6.8775, -0.5308, -0.5231], [-6.5107, -0.6511, -1.8088], [-5.1831, -0.2549, -1.8736], [-4.7116, 0.1133, -0.6540], [-3.1679, 0.6530, -0.2645], [-6.7198, 0.3440, 1.9824], [-5.1072, 1.0794, 1.7870], [-5.2472, -0.6466, 2.1297], [-7.8184, -0.7305, -0.0414], [-7.0650, -0.9807, -2.6688], [-4.5976, -0.2303, -2.6898]], "forces_ev_per_a": [[1.31, 1.07, 1.44], [-0.15, 0.07, -0.02], [0.20, -0.27, -0.35], [-0.11, -0.04, 0.24], [-0.31, 0.32, 0.31], [-0.05, -0.55, 0.35], [-0.27, -0.38, 0.31], [-0.07, 0.01, 0.05], [0.07, 0.08, -0.11], [-0.02, -0.13, 0.05], [0.11, 0.03, 0.03], [0.25, 0.38, -0.36], [-0.31, 0.47, -0.36], [0.06, 0.28, -0.02], [-0.13, -0.42, -0.06], [0.07, 0.08, 0.02], [0.00, 0.20, -0.01], [0.04, 0.26, 0.14], [-0.12, 0.00, -0.16], [-0.06, -0.10, 0.04], [0.14, 0.11, 0.03], [-0.08, -0.06, 0.02], [0.01, 0.02, -0.08], [0.02, 0.02, -0.01], [-0.04, 0.00, -0.01], [0.04, 0.05, 0.02], [-0.03, 0.01, 0.01], [0.07, -0.04, -0.05], [0.05, 0.00, 0.01], [0.02, 0.04, -0.01], [0.02, 0.00, 0.00], [-0.03, 0.00, 0.00], [-0.03, 0.00, 0.02], [0.01, 0.00, 0.01], [0.00, -0.02, -0.01], [0.01, 0.00, -0.01], [0.02, -0.02, 0.08], [-0.01, 0.02, 0.01], [-0.01, -0.07, 0.05], [-0.01, -0.01, -0.01], [-0.01, -0.03, -0.02], [-0.05, -0.02, -0.04], [0.02, -0.01, 0.01], [-0.02, 0.00, 0.03], [0.00, -0.01, -0.02], [-0.02, -0.01, -0.04], [0.02, -0.02, -0.02], [-0.02, -0.02, 0.05], [0.00, 0.01, -0.01], [0.02, 0.02, 0.02], [0.00, -0.02, 0.00], [0.04, 0.15, 0.17], [-0.28, -0.13, -0.34], [0.66, -0.78, -0.50], [-0.60, -0.57, -0.10], [-0.41, 0.07, -0.67], [-0.03, -0.03, -0.14], [-0.14, -0.01, 0.23], [0.17, 0.09, 0.19], [0.17, 0.02, -0.06], [-0.01, -0.01, -0.18], [0.04, 0.04, 0.04], [-0.32, -0.14, -0.17], [-0.01, 0.00, 0.00], [0.00, 0.02, -0.02], [0.00, -0.02, -0.02], [0.05, 0.01, 0.00], [0.04, 0.02, 0.02], [-0.01, -0.02, 0.00]]}

2.
{"formula": "C4H11Cl2HgRu", "method": "ωB97M-V/def2-TZVPD", "homo_energy_ev": [0.999, 0.121], "charge": -2, "multiplicity": 6, "gap_ha": [0.185, 0.219], "s2": 8.78, "elements": ["Ru", "Cl", "C", "H", "H", "H", "Hg", "C", "C", "C", "H", "H", "H", "H", "H", "H", "H", "H", "Cl"], "positions_angstrom": [[-1.2547, 1.8632, 2.4421], [-2.8850, 1.6835, 0.9559], [-1.4367, 0.0258, 3.1600], [-0.5414, -0.6154, 3.1014], [-2.2749, -0.5387, 2.6920], [-1.6853, 0.1643, 4.2372], [1.0999, -0.3425, -1.3578], [3.1856, 0.1337, -1.1704], [-0.6812, 0.0446, -2.6017], [-0.3889, -1.8321, -0.8172], [-1.1546, -0.9299, -2.8029], [-1.3999, 0.7195, -2.0982], [-0.3356, 0.4885, -3.5485], [3.7076, -0.8209, -1.0933], [3.5997, 0.6604, -2.0327], [3.4342, 0.7207, -0.2862], [-1.4365, -1.3608, -0.9200], [-0.4167, -1.7330, 0.2905], [0.8643, 1.6691, 1.8495]], "forces_ev_per_a": [[-0.03, 1.53, 0.25], [-1.92, 0.59, -1.59], [-0.80, -2.97, 1.85], [-0.20, 0.37, -0.01], [0.45, 0.42, 0.27], [0.00, -0.35, -0.05], [0.19, 0.03, -0.47], [0.21, -0.11, 0.08], [-0.59, 0.81, -0.95], [-1.78, -0.10, 1.66], [0.34, 0.61, 0.00], [0.31, -0.25, -0.31], [-0.22, 0.21, -0.04], [0.23, -0.07, 0.05], [-0.07, 0.06, -0.14], [-0.13, 0.02, 0.12], [1.07, -0.98, -0.49], [0.52, -0.37, 0.35], [2.42, 0.55, -0.57]]}

3.
{"formula": "C30H35BrCoN6O3", "method": "ωB97M-V/def2-TZVPD", "homo_energy_ev": [-13.013, -12.992], "charge": 2, "de_lowest_kj_mol": 0.0, "multiplicity": 4, "gap_ha": [0.284, 0.283], "s2": 3.76, "elements": ["Co", "C", "C", "N", "C", "C", "C", "C", "C", "C", "C", "N", "C", "C", "N", "N", "H", "H", "H", "H", "H", "H", "H", "H", "H", "H", "H", "H", "H", "H", "H", "H", "H", "H", "O", "C", "C", "C", "N", "C", "Br", "C", "H", "H", "H", "H", "C", "O", "C", "C", "C", "C", "C", "C", "N", "C", "C", "C", "C", "C", "C", "C", "O", "H", "H", "H", "H", "H", "H", "H", "H", "H", "H", "H", "H", "H"], "positions_angstrom": [[-0.2941, -0.4392, 0.2357], [-1.9954, -1.9834, -1.5483], [-2.9986, -1.7162, -0.4307], [-2.4950, -0.6567, 0.4773], [-2.7525, -0.8981, 1.9095], [-1.6648, -1.7623, 2.5118], [-1.8824, -2.7005, 3.5065], [-0.8013, -3.4401, 3.9667], [0.4559, -3.2468, 3.4101], [0.5965, -2.2911, 2.4187], [1.9051, -1.9827, 1.7190], [1.6590, -1.5777, 0.3231], [1.5904, -2.7289, -0.6178], [0.4855, -2.5456, -1.6503], [-0.7274, -2.2710, -0.8832], [-0.4438, -1.5615, 2.0131], [-1.8606, -1.0955, -2.1695], [-2.3485, -2.8008, -2.1841], [-3.1269, -2.6320, 0.1532], [-3.9783, -1.4589, -0.8351], [-2.9118, 0.2309, 0.2200], [-3.7324, -1.3491, 2.0826], [-2.7458, 0.0696, 2.4167], [-2.8759, -2.8596, 3.9033], [-0.9431, -4.1836, 4.7396], [1.3045, -3.8359, 3.7307], [2.5797, -2.8394, 1.7885], [2.3965, -1.1536, 2.2345], [2.4051, -0.9615, 0.0217], [1.3728, -3.6245, -0.0289], [2.5530, -2.8955, -1.1024], [0.4085, -3.4436, -2.2707], [0.6876, -1.6900, -2.2940], [-0.8779, -3.0466, -0.2419], [0.7082, 5.0067, 3.2935], [0.4235, 3.8357, 2.7279], [0.9333, 2.6097, 3.1596], [0.5611, 1.4760, 2.4785], [-0.2591, 1.4615, 1.4137], [-0.7506, 2.6433, 1.0447], [-1.9925, 2.6896, -0.3868], [-0.4525, 3.8448, 1.6450], [1.3006, 4.9101, 4.0500], [1.5990, 2.5420, 4.0098], [0.9299, 0.5106, 2.7994], [-0.8877, 4.7721, 1.3045], [-1.7582, 5.8887, -2.9848], [-1.3862, 4.6916, -3.6620], [-0.7649, 4.8239, -4.8572], [-0.4528, 6.0321, -5.4669], [0.1961, 6.0403, -6.6961], [0.5408, 4.8604, -7.3349], [0.2341, 3.6508, -6.7304], [-0.4028, 3.6380, -5.5036], [-0.7463, 2.3831, -4.8934], [-0.2763, 1.8585, -3.7907], [0.7661, 2.2738, -2.9416], [1.6537, 3.3501, -3.2100], [2.6545, 3.6746, -2.3417], [2.8009, 2.9263, -1.1591], [1.9716, 1.8749, -0.8672], [0.9253, 1.4924, -1.7449], [0.1570, 0.4865, -1.4873], [-2.2377, 5.5725, -2.0634], [-2.4628, 6.4722, -3.5790], [-0.8797, 6.4932, -2.7513], [-0.7177, 6.9682, -4.9988], [0.4276, 6.9899, -7.1593], [1.0412, 4.8786, -8.2922], [0.4950, 2.7122, -7.2032], [-1.4914, 1.8712, -5.3458], [-0.7721, 0.9416, -3.4913], [1.5518, 3.9102, -4.1274], [3.3331, 4.4861, -2.5605], [3.5938, 3.1818, -0.4663], [2.1060, 1.3196, 0.0531]], "forces_ev_per_a": [[-0.03, 0.00, 0.00], [0.00, 0.00, -0.01], [0.00, 0.00, 0.01], [-0.01, -0.02, 0.01], [0.01, 0.00, 0.00], [-0.01, 0.00, 0.00], [0.00, -0.01, 0.00], [0.00, 0.00, 0.00], [0.00, 0.00, 0.00], [0.00, 0.00, 0.00], [0.00, 0.01, 0.00], [0.01, 0.01, 0.00], [0.00, -0.01, 0.00], [0.00, 0.00, 0.00], [-0.01, 0.00, 0.00], [0.01, 0.00, -0.01], [0.00, 0.00, 0.00], [0.00, 0.00, 0.00], [0.00, 0.00, 0.00], [0.00, 0.00, 0.00], [0.01, 0.00, 0.00], [0.00, 0.00, 0.00], [0.00, 0.00, 0.00], [0.00, 0.00, 0.00], [0.00, 0.00, 0.00], [0.00, 0.00, 0.00], [0.00, 0.00, 0.00], [0.00, 0.00, 0.00], [0.00, 0.00, 0.00], [0.00, 0.00, 0.00], [0.00, 0.00, 0.00], [0.00, 0.00, 0.00], [0.00, 0.00, 0.00], [0.00, 0.01, 0.01], [0.00, 0.01, 0.00], [-0.01, -0.01, -0.01], [0.01, 0.00, 0.01], [0.00, 0.00, 0.00], [0.00, 0.00, -0.01], [0.00, 0.01, 0.00], [0.00, 0.00, 0.00], [0.00, 0.01, 0.01], [0.00, 0.00, 0.00], [0.00, 0.00, 0.00], [0.00, 0.00, 0.00], [0.00, 0.00, 0.00], [0.00, 0.00, 0.01], [0.02, -0.01, -0.01], [-0.03, 0.01, 0.01], [0.01, 0.01, -0.02], [-0.01, -0.01, 0.00], [0.00, 0.00, 0.00], [0.01, 0.00, -0.02], [0.00, -0.02, 0.01], [0.01, 0.02, 0.00], [-0.01, -0.01, -0.02], [-0.01, -0.01, -0.01], [0.04, 0.02, 0.03], [-0.03, 0.00, -0.03], [-0.02, -0.04, 0.03], [0.06, 0.07, 0.01], [0.02, -0.06, 0.03], [0.00, 0.03, -0.03], [0.00, 0.00, 0.00], [0.00, 0.00, 0.00], [0.00, 0.00, 0.00], [0.00, 0.00, 0.00], [0.00, 0.00, 0.00], [0.00, 0.00, 0.00], [0.00, 0.00, 0.00], [0.00, 0.00, 0.00], [0.00, 0.00, 0.01], [-0.01, 0.00, 0.00], [0.00, 0.00, 0.00], [0.00, 0.00, 0.00], [-0.01, -0.01, -0.01]]}

4.
{"formula": "C15H19F8N2O3S", "method": "ωB97M-V/def2-TZVPD", "homo_energy_ev": -12.124, "charge": 1, "multiplicity": 1, "gap_ha": 0.252, "elements": ["F", "C", "F", "C", "F", "F", "C", "F", "F", "C", "F", "F", "C", "O", "C", "C", "C", "C", "C", "N", "N", "C", "H", "H", "H", "H", "H", "H", "H", "H", "H", "H", "H", "C", "C", "C", "S", "O", "O", "C", "H", "H", "H", "H", "H", "H", "H", "H"], "positions_angstrom": [[0.5512, -0.9106, 2.0219], [0.7057, -1.9945, 1.2343], [0.9481, -3.0621, 1.9956], [1.9080, -1.7527, 0.2774], [3.0046, -2.2943, 0.8128], [2.1193, -0.4400, 0.1363], [1.6633, -2.3939, -1.1217], [2.8187, -2.8238, -1.6217], [0.8597, -3.4667, -0.9516], [1.0125, -1.4441, -2.1724], [0.2207, -0.5422, -1.5188], [1.9949, -0.7666, -2.7835], [0.1697, -2.1614, -3.2220], [-1.1130, -2.4467, -2.7139], [-2.1496, -1.7448, -3.3779], [-3.4482, -1.9726, -2.5979], [-3.5432, -1.0332, -1.4332], [-2.5912, -0.9960, -0.4030], [-2.7331, -0.0475, 0.6168], [-3.7176, 0.8145, 0.6835], [-4.6059, 0.7435, -0.2945], [-4.5763, -0.1044, -1.3100], [-0.2212, -2.1688, 0.6924], [0.6757, -3.0744, -3.5307], [0.1316, -1.4955, -4.0842], [-2.2637, -2.1073, -4.4010], [-1.9155, -0.6778, -3.4376], [-4.2806, -1.8257, -3.2811], [-3.4355, -3.0051, -2.2563], [-1.7562, -1.6766, -0.4139], [-2.0071, 0.0100, 1.4144], [-5.3608, 1.4166, -0.2251], [-5.3786, -0.0473, -2.0307], [3.0158, 2.1328, 1.8907], [3.5241, 2.6779, 3.2329], [2.8433, 4.0358, 3.4615], [1.2662, 3.9528, 2.5986], [1.2713, 4.9023, 1.5155], [0.1783, 3.9221, 3.5418], [1.5047, 2.3175, 1.9123], [3.2859, 1.0903, 1.7484], [3.4485, 2.7084, 1.0696], [3.2483, 1.9895, 4.0339], [4.6078, 2.7764, 3.2447], [2.6482, 4.2420, 4.5104], [3.4062, 4.8563, 3.0215], [1.0394, 2.2801, 0.9294], [1.0255, 1.6079, 2.5857]], "forces_ev_per_a": [[-0.08, 0.17, 0.21], [0.00, 0.07, -0.22], [0.05, -0.19, 0.17], [-0.12, -0.40, -0.01], [0.15, -0.10, 0.07], [0.16, 0.40, -0.06], [0.09, 0.44, -0.02], [0.25, -0.14, -0.14], [-0.25, -0.27, 0.06], [0.01, -0.22, 0.07], [-0.23, 0.06, 0.05], [0.06, 0.15, -0.01], [0.15, 0.04, -0.04], [-0.04, 0.01, 0.03], [-0.07, -0.02, -0.02], [0.41, 0.31, -0.20], [0.59, -0.02, 0.90], [-0.92, 0.19, -0.74], [0.34, -0.33, -0.06], [-0.55, 0.26, -0.26], [0.45, -0.18, 0.26], [0.10, -0.28, -0.29], [-0.02, 0.05, -0.03], [-0.01, -0.12, 0.03], [-0.04, 0.06, -0.06], [-0.03, -0.14, -0.03], [0.02, 0.08, 0.04], [-0.18, -0.06, 0.07], [-0.17, -0.11, 0.04], [-0.02, -0.05, -0.06], [0.01, 0.11, 0.13], [0.00, 0.09, 0.12], [-0.11, 0.14, 0.02], [0.09, 0.12, 0.05], [-0.11, 0.04, -0.02], [0.20, -0.14, 0.09], [0.05, -0.07, 0.03], [-0.07, 0.04, 0.00], [-0.08, 0.06, -0.03], [0.10, -0.20, -0.08], [0.04, -0.04, 0.01], [-0.02, -0.01, -0.02], [-0.01, 0.00, 0.00], [0.00, 0.02, 0.01], [-0.06, 0.06, -0.01], [-0.06, 0.02, -0.05], [-0.04, 0.08, 0.01], [-0.01, 0.02, 0.04]]}

| no. | strongest force on any atom (eV/Å) |
| --- | --- |
| 1 | 2.2 |
| 2 | 3.6 |
| 3 | 0.1 |
| 4 | 1.2 |